DFT (ωB97M-V/def2-TZVPD) results for a single N2O5S3 molecule.

Last column: Mulliken charge in e.
Positions of all 10 atoms, in Å:
N  -2.126  0.287  0.007  1.031
N  1.929  0.927  -0.029  1.015
O  -1.932  -0.244  -1.049  -0.545
O  -2.928  1.071  0.351  -0.526
O  0.833  1.157  -0.486  -0.503
O  2.840  1.668  0.137  -0.550
O  -0.028  -2.595  -0.332  -0.484
S  -0.898  -0.318  1.309  0.037
S  2.151  -0.769  0.466  -0.075
S  0.160  -1.185  -0.373  0.600

Values from the calculation:
- LUMO: -1.35 eV
- Energy relative to the best compared isomer or geometry (same formula, charge and spin): 1.055 eV
- HOMO level: -10.38 eV
- Net charge: 0
- E_tot: -45715.433 eV


DFT (ωB97M-V/def2-TZVPD) results for a gas-phase ion, C6H15IP (charge -1).

Last column: Mulliken charge in e.
Positions of all 23 atoms, in Å:
C  2.633  -1.283  -0.003  -0.703
C  2.972  0.001  -0.230  -0.099
C  2.063  1.142  -0.591  -1.031
P  0.208  0.982  -0.064  0.223
C  -1.635  0.860  0.516  -1.441
C  -2.225  -0.515  0.779  -0.138
C  -2.455  -1.317  -0.517  -1.036
I  -1.115  -1.705  2.224  -0.114
H  3.031  -1.863  0.826  0.198
H  1.870  -1.772  -0.598  0.279
H  4.035  0.255  -0.151  0.311
H  2.097  1.430  -1.651  0.396
H  2.455  2.004  -0.036  0.378
H  0.147  -0.395  -0.594  -0.340
H  -0.237  1.481  -1.405  -0.076
H  0.225  2.399  0.392  -0.026
H  0.651  0.513  1.253  -0.049
H  -1.788  1.504  1.388  0.435
H  -2.250  1.275  -0.294  0.432
H  -3.189  -0.393  1.268  0.506
H  -2.105  -0.755  -1.381  0.299
H  -1.886  -2.246  -0.512  0.297
H  -3.503  -1.606  -0.618  0.300

Values from the calculation:
- LUMO: 2.96 eV
- HOMO level: -3.30 eV
- Net charge: -1
- E_tot: -23850.672 eV


DFT (ωB97M-V/def2-TZVPD) results for 4 unconnected molecules or ions with the total composition C24H24Cl2O3.

Last column: Mulliken charge in e.
Positions of all 53 atoms, in Å:
C  -1.379  0.556  1.320  -0.990
C  -0.598  0.321  0.059  0.384
Cl  -1.100  1.278  -1.289  -0.119
C  0.436  -0.500  -0.039  -0.162
Cl  1.356  -0.687  -1.477  -0.218
C  0.868  -1.350  1.131  0.222
C  0.080  -2.619  1.419  -0.277
O  1.045  -3.384  2.162  -0.354
C  2.278  -2.872  1.905  0.583
O  3.282  -3.219  2.429  -0.507
O  2.178  -1.909  0.941  -0.323
H  -0.944  1.385  1.885  0.312
H  -2.410  0.809  1.078  0.450
H  -1.400  -0.320  1.968  0.116
H  0.924  -0.727  2.032  0.292
H  -0.800  -2.468  2.041  0.274
H  -0.181  -3.156  0.505  0.273
C  -4.483  -0.004  6.071  -0.364
C  -3.595  -1.026  5.765  -0.457
C  -2.340  -0.723  5.256  -0.354
C  -1.975  0.601  5.053  -0.332
C  -2.863  1.623  5.356  -0.439
C  -4.118  1.320  5.866  -0.401
H  -5.460  -0.239  6.472  0.363
H  -3.880  -2.057  5.926  0.368
H  -1.644  -1.520  5.023  0.426
H  -0.993  0.836  4.661  0.452
H  -2.578  2.655  5.195  0.374
H  -4.812  2.116  6.105  0.360
C  -2.691  5.789  -5.500  -0.421
C  -1.531  5.035  -5.389  -0.350
C  -1.490  3.949  -4.525  -0.269
C  -2.608  3.620  -3.772  -0.001
C  -3.767  4.376  -3.880  -0.603
C  -3.809  5.461  -4.745  -0.297
H  -2.724  6.634  -6.176  0.353
H  -0.659  5.293  -5.976  0.355
H  -0.586  3.359  -4.438  0.358
H  -2.577  2.772  -3.101  0.190
H  -4.638  4.120  -3.290  0.349
H  -4.712  6.051  -4.831  0.355
C  4.531  -2.524  -2.334  0.121
C  5.257  -2.872  -1.203  -0.441
C  6.304  -3.778  -1.304  -0.402
C  6.623  -4.335  -2.535  -0.400
C  5.894  -3.990  -3.664  -0.329
C  4.847  -3.084  -3.564  -0.458
H  3.715  -1.819  -2.246  0.088
H  5.001  -2.442  -0.243  0.404
H  6.869  -4.051  -0.422  0.368
H  7.440  -5.041  -2.613  0.357
H  6.141  -4.428  -4.623  0.357
H  4.278  -2.814  -4.444  0.365

Values from the calculation:
- LUMO: 0.39 eV
- HOMO level: -9.16 eV
- Net charge: 0
- E_tot: -56464.105 eV


DFT (ωB97M-V/def2-TZVPD) results for a single C18H23N3O3S molecule.

Last column: Mulliken charge in e.
Positions of all 48 atoms, in Å:
C  -1.233  1.087  2.776  -0.955
O  -0.009  0.410  2.913  -0.433
C  0.502  -0.217  1.815  0.702
C  -0.086  -0.242  0.570  -0.383
C  0.519  -0.917  -0.499  0.382
C  -0.100  -0.948  -1.807  -0.704
N  -1.211  -0.350  -2.003  -0.813
N  -1.848  -0.352  -3.200  0.172
C  -1.469  -0.844  -4.406  0.721
O  -0.439  -1.432  -4.648  -0.613
C  -2.540  -0.599  -5.481  -0.950
C  -2.935  0.835  -5.561  0.364
C  -2.701  1.680  -6.601  -0.397
S  -3.316  3.252  -6.261  -0.182
C  -3.854  2.652  -4.704  0.553
C  -4.544  3.531  -3.734  -1.066
N  -3.585  1.412  -4.508  -0.513
C  1.729  -1.565  -0.288  -1.049
C  2.331  -1.547  0.960  -0.745
C  1.736  -0.883  2.021  0.695
O  2.232  -0.803  3.277  -0.142
C  3.453  -1.445  3.576  -1.004
C  3.767  -1.209  5.058  0.413
C  2.670  -1.813  5.930  -1.391
C  3.917  0.284  5.333  -1.389
H  -2.040  0.407  2.486  0.368
H  -1.449  1.506  3.757  0.224
H  -1.163  1.898  2.042  0.367
H  -1.024  0.251  0.374  0.603
H  0.433  -1.498  -2.579  0.565
H  -2.703  0.202  -3.181  0.412
H  -3.412  -1.203  -5.219  0.310
H  -2.142  -0.939  -6.436  0.324
H  -2.213  1.476  -7.531  0.424
H  -5.434  3.970  -4.183  0.309
H  -4.828  2.952  -2.860  0.305
H  -3.886  4.344  -3.428  0.313
H  2.208  -2.089  -1.102  0.377
H  3.270  -2.059  1.096  0.364
H  3.373  -2.523  3.379  0.511
H  4.260  -1.033  2.953  0.505
H  4.717  -1.713  5.272  0.381
H  1.717  -1.352  5.687  0.257
H  2.884  -1.644  6.982  0.423
H  2.591  -2.885  5.762  0.353
H  2.994  0.796  5.075  0.255
H  4.726  0.705  4.740  0.353
H  4.133  0.457  6.385  0.424

Values from the calculation:
- LUMO: 0.62 eV
- Energy relative to the best compared isomer or geometry (same formula, charge and spin): 2.880 eV
- HOMO level: -7.63 eV
- Net charge: 0
- E_tot: -40486.584 eV